Here is an isolated molecule of CHClFNO in a non-equilibrium geometry from the Open Molecules 2025 dataset. Energies are from ωB97M-V/def2-TZVPD.

Summary:
energy relative to the best compared isomer or geometry (same formula, charge and spin): 29.2 kcal/mol
HOMO energy (alpha / beta): -8.54 / -10.62 eV
E_LUMO (alpha / beta): 0.44 / -2.11 eV
electronic energy: -728.55485 Eh
⟨S²⟩: 2.01
charge: 0
2S+1: 3

Cartesian coordinates (Å):
C: -1.27 -0.71 0.13
N: 1.99 0.88 0.18
O: -1.47 -1.71 0.67
F: -2.18 0.24 -0.17
Cl: 0.85 -0.28 -0.09
H: 2.07 1.59 -0.73


Here is a structure of composition C40H85FInN2O7 in a non-equilibrium geometry from the Open Molecules 2025 dataset. Energies are from ωB97M-V/def2-TZVPD.

Summary:
energy relative to the best compared isomer or geometry (same formula, charge and spin): 0.0 kcal/mol
HOMO energy: -4.61 eV
E_LUMO: 2.13 eV
electronic energy: -2501.15382 Eh
charge: -1
2S+1: 1

Cartesian coordinates (Å):
C: 3.45 0.56 2.65
C: 4.27 -0.53 1.93
C: 4.50 -1.76 2.83
C: 3.72 -0.84 0.52
C: 2.54 -1.85 0.47
C: 3.01 -3.06 -0.40
C: 1.30 -1.27 -0.26
O: 0.58 -0.50 0.68
In: -0.84 0.77 -0.18
C: -1.98 1.68 1.55
C: -3.19 2.50 1.10
N: -3.52 3.50 2.17
C: 0.24 2.44 -1.25
C: 1.75 2.34 -1.01
F: 2.40 1.71 -2.08
C: -2.21 -0.21 -1.67
C: -1.77 -1.61 -2.16
C: -2.44 -2.72 -1.34
O: -3.65 -2.77 -1.32
N: -1.62 -3.70 -0.65
C: -1.85 -3.71 0.78
C: -0.80 -3.41 1.62
C: -1.00 -3.38 2.98
C: -2.21 -3.67 3.55
C: -3.27 -3.98 2.72
C: -3.06 -4.01 1.36
H: 4.04 0.85 3.54
H: 3.46 1.45 2.01
H: 2.45 0.24 2.91
H: 5.26 -0.08 1.78
H: 5.47 -2.23 2.66
H: 4.44 -1.42 3.87
H: 3.74 -2.54 2.73
H: 4.52 -1.19 -0.14
H: 3.37 0.11 0.09
H: 2.18 -2.18 1.45
H: 3.37 -2.64 -1.35
H: 2.12 -3.64 -0.67
H: 3.76 -3.68 0.10
H: 1.60 -0.72 -1.17
H: 0.68 -2.15 -0.50
H: -2.25 0.86 2.22
H: -1.27 2.32 2.09
H: -2.98 3.03 0.16
H: -4.04 1.81 1.04
H: -4.04 3.05 2.91
H: -4.06 4.26 1.78
H: -0.10 3.41 -0.86
H: 0.04 2.40 -2.32
H: 2.21 3.34 -0.93
H: 1.99 1.83 -0.07
H: -2.23 0.44 -2.55
H: -3.25 -0.24 -1.32
H: -2.18 -1.75 -3.17
H: -0.69 -1.75 -2.25
H: -1.88 -4.62 -0.99
H: 0.19 -3.18 1.24
H: -0.17 -3.12 3.63
H: -2.39 -3.62 4.62
H: -4.26 -4.19 3.10
H: -3.89 -4.26 0.70
C: -0.30 6.24 2.86
C: -1.22 5.90 4.02
O: -0.81 6.44 5.27
C: -0.71 7.85 5.34
C: -2.02 8.57 5.06
H: 0.72 5.89 3.07
H: -0.65 5.77 1.95
H: -0.24 7.32 2.69
H: -1.24 4.82 4.14
H: -2.25 6.20 3.79
H: 0.08 8.21 4.68
H: -0.39 8.07 6.36
H: -2.38 8.38 4.05
H: -1.89 9.64 5.18
H: -2.79 8.23 5.76
C: 6.33 -6.52 -3.39
C: 5.09 -7.16 -2.77
O: 4.06 -6.24 -2.49
C: 3.53 -5.53 -3.60
C: 2.93 -6.43 -4.67
H: 6.72 -5.74 -2.74
H: 7.10 -7.28 -3.55
H: 6.11 -6.07 -4.36
H: 5.37 -7.61 -1.81
H: 4.72 -7.98 -3.40
H: 4.30 -4.87 -4.02
H: 2.75 -4.88 -3.20
H: 3.67 -7.10 -5.11
H: 2.51 -5.82 -5.47
H: 2.14 -7.05 -4.25
C: -2.26 6.13 9.18
C: -1.11 7.04 9.58
O: -1.39 8.42 9.39
C: -2.48 8.94 10.11
C: -2.35 8.82 11.61
H: -2.53 6.29 8.14
H: -1.98 5.08 9.31
H: -3.16 6.31 9.78
H: -0.25 6.81 8.95
H: -0.81 6.85 10.61
H: -3.42 8.49 9.76
H: -2.54 10.00 9.84
H: -2.30 7.78 11.94
H: -3.20 9.28 12.11
H: -1.44 9.31 11.96
C: 0.16 2.53 -5.69
C: -1.09 1.90 -5.09
O: -2.11 2.84 -4.78
C: -2.61 3.59 -5.87
C: -3.23 2.74 -6.97
H: 0.57 3.29 -5.01
H: 0.92 1.77 -5.86
H: -0.04 3.03 -6.64
H: -0.82 1.42 -4.15
H: -1.48 1.11 -5.74
H: -1.83 4.25 -6.27
H: -3.38 4.24 -5.45
H: -2.50 2.07 -7.43
H: -3.64 3.38 -7.75
H: -4.03 2.13 -6.57
C: 0.05 -6.77 -8.92
C: 0.75 -7.98 -8.33
O: 0.78 -7.99 -6.91
C: -0.48 -8.00 -6.26
C: -1.34 -9.20 -6.60
H: 0.51 -5.85 -8.58
H: 0.10 -6.81 -10.01
H: -1.01 -6.74 -8.64
H: 1.80 -7.97 -8.65
H: 0.32 -8.91 -8.71
H: -1.02 -7.06 -6.46
H: -0.26 -8.00 -5.19
H: -1.59 -9.24 -7.66
H: -2.27 -9.17 -6.04
H: -0.81 -10.12 -6.36


Here is an isolated molecule of C8H11N3S in a non-equilibrium geometry from the Open Molecules 2025 dataset. Energies are from ωB97M-V/def2-TZVPD.

Summary:
energy relative to the best compared isomer or geometry (same formula, charge and spin): 72.3 kcal/mol
HOMO energy: -8.32 eV
structure (SMILES): Cc1cnc(NC2=NCCC2)s1
E_LUMO: 0.54 eV
electronic energy: -873.77867 Eh
charge: 0
2S+1: 1

Cartesian coordinates (Å):
C: -4.48 -0.88 -0.10
C: -3.17 -0.06 0.16
C: -3.13 1.27 0.05
N: -1.88 1.95 -0.10
C: -0.94 0.99 -0.01
N: 0.49 1.33 0.00
C: 1.71 0.57 -0.04
N: 2.76 1.34 -0.21
C: 3.86 0.44 0.08
C: 3.34 -1.09 -0.16
C: 1.91 -1.03 0.01
S: -1.56 -0.67 -0.02
H: -4.75 -1.60 0.87
H: -5.26 0.10 -0.28
H: -4.58 -1.58 -0.98
H: -4.03 1.81 -0.40
H: 0.55 2.24 0.48
H: 4.85 0.52 -0.54
H: 3.99 0.55 1.27
H: 3.73 -1.66 0.79
H: 3.57 -1.44 -1.15
H: 1.37 -1.52 -0.75
H: 1.65 -1.57 1.01